Record 1
72
Properties=species:S:1:pos:R:3:forces:R:3:mulliken_charge:R:1 method="wB97M-V/def2-TZVPD" charge=+1 e_lumo_ev=-3.986 orbital_gap_ev=7.98 total_energy_ev=-66054.8643 largest_force_ev_per_a=7.6 homo_energy_ev=-12.0
C 6.45539 0.69004 3.56599 -0.424 0.235 0.155 -1.12
C 5.69058 2.02954 3.81986 1.426 -0.203 -0.634 -0.44
C 5.23301 2.66271 2.47436 -0.451 -0.359 0.133 -0.62
C 3.71834 2.98555 2.31042 0.457 0.028 -0.495 -0.41
N 2.90566 2.88847 3.53578 0.394 0.165 -0.301 -0.37
N 2.53302 1.50941 3.77670 -0.573 0.326 -0.985 -0.19
S 0.88922 1.10486 3.19428 -1.015 -0.433 0.169 -0.07
H 5.76692 -0.16432 3.62617 0.315 0.001 0.036 0.26
H 6.91112 0.67007 2.57059 -0.107 0.108 0.161 0.34
H 7.27742 0.56926 4.27894 -0.360 -0.195 0.016 0.35
H 6.44531 2.69533 4.25541 -0.464 0.059 0.098 0.33
H 4.91501 1.90600 4.58175 0.053 0.118 -0.192 0.39
H 5.81154 3.56684 2.25955 -0.172 -0.121 0.231 0.38
H 5.49740 1.96424 1.66966 -0.103 0.187 0.147 0.30
H 3.62926 4.02138 1.96571 -0.241 -0.223 0.157 0.39
H 3.28695 2.35143 1.51244 -0.025 0.212 0.159 0.04
H 2.01783 3.34891 3.34597 0.060 0.072 0.223 0.38
H 3.19537 0.86767 3.32869 0.273 0.100 0.424 0.41
H 2.49414 1.38616 4.79139 0.197 -0.357 -0.087 0.39
H 1.05614 0.74823 1.88912 0.746 0.277 0.314 0.22
O 1.97966 1.37636 -1.00206 -2.252 2.881 0.966 -0.76
P 1.53896 1.75300 -2.39192 3.702 -4.980 -4.451 1.23
O 0.79138 0.38028 -2.89420 -0.381 0.852 0.633 -0.42
C -0.48368 0.05631 -2.33387 -0.324 -0.144 -0.007 -0.28
C -1.57346 1.00514 -2.79552 0.068 0.153 0.053 -1.02
O 2.98733 1.57438 -3.14131 -0.363 0.698 0.248 -0.39
C 4.22198 1.47989 -2.43777 0.309 -0.316 0.001 -0.17
C 4.60624 0.02793 -2.23045 -0.064 -0.086 -0.018 -1.15
O 0.95795 2.64221 -3.64589 -0.796 0.616 2.990 -0.37
C 1.68534 2.98756 -4.83679 0.424 0.677 -0.709 -0.16
C 1.74459 1.83725 -5.81589 -0.165 -0.391 0.198 -1.04
H -0.41482 0.04990 -1.24038 0.052 -0.026 -0.013 0.18
H -0.71979 -0.95773 -2.65610 0.177 -0.001 -0.032 0.34
H -1.40376 2.01602 -2.41141 -0.055 -0.021 0.003 0.29
H -2.55002 0.66968 -2.44384 0.026 -0.023 0.018 0.39
H -1.59178 1.07290 -3.88257 -0.013 -0.060 0.006 0.25
H 4.18629 2.02817 -1.49633 -0.152 -0.073 0.028 0.17
H 4.97743 1.96912 -3.05669 -0.126 0.032 -0.106 0.36
H 3.81630 -0.52525 -1.72122 -0.011 0.111 0.094 0.26
H 5.52548 -0.04747 -1.64630 0.009 -0.002 -0.035 0.40
H 4.76595 -0.45857 -3.19317 0.054 0.027 0.011 0.32
H 2.67072 3.38226 -4.59917 0.007 -0.204 0.149 0.25
H 1.13589 3.81171 -5.29613 -0.202 -0.038 0.265 0.35
H 2.22039 0.95638 -5.38862 0.097 0.100 0.042 0.27
H 2.30434 2.13220 -6.70420 -0.044 0.104 0.023 0.39
H 0.73890 1.53968 -6.11587 0.002 0.102 -0.068 0.29
O -5.94029 -0.62911 1.02225 0.522 0.502 3.693 -0.82
P -5.34804 -1.93852 1.44504 -0.068 -3.596 -6.422 1.15
O -3.93127 -1.95619 0.59559 -0.055 0.274 0.870 -0.36
C -2.89102 -1.08316 1.01007 0.174 0.166 -0.015 -0.04
C -2.28133 -1.50164 2.33848 -0.152 -0.043 0.056 -0.46
O -6.26827 -2.92328 0.51471 0.074 0.024 0.784 -0.40
C -7.47240 -2.48811 -0.11760 -0.194 0.088 -0.425 -0.35
C -7.19799 -2.06134 -1.54535 0.142 -0.046 -0.067 -1.08
O -4.88897 -3.20900 2.39094 -0.364 2.754 1.209 -0.37
C -5.30574 -4.57075 2.21647 -0.431 -0.824 0.307 -0.14
C -4.54662 -5.25764 1.10382 0.248 0.277 -0.238 -1.04
H -3.27057 -0.05689 1.06474 -0.004 -0.005 -0.021 0.31
H -2.12599 -1.11264 0.23186 -0.107 -0.077 -0.086 0.06
H -3.00353 -1.39892 3.15245 0.066 0.036 0.017 0.34
H -1.41334 -0.88054 2.57542 0.001 0.017 -0.005 -0.22
H -1.97289 -2.54646 2.31285 0.047 0.024 -0.042 0.27
H -7.95885 -1.69950 0.45370 0.181 0.086 0.009 0.37
H -8.15480 -3.34113 -0.11938 0.145 -0.097 0.087 0.35
H -6.42664 -1.29223 -1.59042 -0.093 0.095 0.118 0.26
H -8.10605 -1.67941 -2.01339 0.004 -0.010 0.004 0.39
H -6.83693 -2.91087 -2.12769 -0.066 -0.013 0.000 0.28
H -6.38333 -4.64173 2.08845 0.045 0.174 -0.170 0.26
H -5.08197 -5.07709 3.15822 0.104 0.285 0.087 0.35
H -4.67388 -4.75366 0.14742 -0.148 0.004 0.046 0.25
H -4.89017 -6.28735 0.99705 -0.012 0.007 0.106 0.39
H -3.47658 -5.26389 1.31918 -0.027 -0.088 0.080 0.28

***

Record 2
70
Properties=species:S:1:pos:R:3:forces:R:3:mulliken_charge:R:1 method="wB97M-V/def2-TZVPD" relative_energy_kcal_mol=15.4 charge=-1 e_lumo_ev=2.623 orbital_gap_ev=7.52 total_energy_ev=-164543.3436 multiplicity=2 largest_force_ev_per_a=1.0 homo_energy_ev=-4.9
Yb 0.66082 0.19327 0.26994 -0.377 0.323 -0.618 0.18
O 1.81376 4.52117 1.46927 0.056 -0.222 -0.116 -0.72
C 1.02831 4.58586 2.55468 -0.043 -0.015 0.102 0.36
C 0.76995 5.85998 3.07048 -0.036 -0.026 0.033 -0.64
C -0.02161 6.01601 4.18931 -0.022 0.002 0.037 -0.28
C -0.57725 4.90626 4.82528 0.053 0.009 -0.077 -0.74
C -0.32255 3.64686 4.31695 -0.019 -0.004 0.007 -0.48
C 0.47407 3.45735 3.18648 0.120 0.000 -0.028 0.19
C 0.70953 2.08424 2.65740 0.028 0.175 0.052 1.18
O 1.36475 1.96211 1.54244 -0.206 0.056 0.261 -0.85
N 0.22791 1.08102 3.33969 0.003 -0.178 -0.001 -1.20
N 0.42068 -0.10011 2.62053 0.140 0.203 0.106 0.85
C 0.61869 -1.16361 3.29288 -0.090 -0.253 -0.056 -0.71
C 0.78941 -2.47756 2.66713 -0.104 0.205 0.225 0.73
C 0.45752 -3.60469 3.42341 -0.003 -0.067 0.030 -0.66
C 0.47820 -4.87590 2.88421 0.044 0.056 -0.057 -0.63
C 0.85175 -5.02460 1.54607 -0.010 0.036 0.014 -0.56
C 1.21712 -3.93101 0.78722 0.061 -0.168 0.041 -0.31
C 1.21723 -2.63407 1.32668 0.128 0.290 -0.241 0.45
O 1.59640 -1.61649 0.58372 0.306 -0.921 0.395 -0.68
H 1.86370 3.56901 1.20475 -0.057 0.064 0.037 0.40
H 1.20708 6.70947 2.56137 -0.002 -0.009 0.004 0.43
H -0.21299 7.01239 4.57093 0.003 -0.007 0.001 0.36
H -1.20090 5.02712 5.70135 0.002 0.005 -0.003 0.38
H -0.74078 2.76449 4.78306 0.009 0.013 -0.002 0.42
H 0.60932 -1.09582 4.38248 -0.009 -0.052 0.011 0.35
H 0.15146 -3.45804 4.45482 0.003 -0.011 -0.011 0.37
H 0.20246 -5.73337 3.48354 0.000 -0.007 -0.010 0.39
H 0.85990 -6.01083 1.09563 -0.009 0.009 0.001 0.39
H 1.51218 -4.03416 -0.24979 0.003 -0.009 0.009 0.48
Br -1.11122 2.42895 -0.41438 -0.244 0.098 0.016 -0.05
C 0.18663 3.43174 -1.39821 0.067 -0.001 0.000 0.83
C -0.23159 4.66647 -1.79117 0.167 0.121 -0.107 -0.81
C 0.64909 5.48138 -2.53661 -0.125 -0.008 0.049 -0.53
C 1.89113 5.02170 -2.85185 0.049 -0.079 0.020 -0.94
C 2.32406 3.73537 -2.43856 0.061 0.047 -0.052 0.94
C 3.62313 3.27728 -2.77520 -0.057 0.046 -0.006 -0.88
C 4.03476 2.04330 -2.37242 -0.050 -0.053 0.068 -0.82
C 3.16823 1.21871 -1.61262 0.168 -0.013 -0.105 -0.72
C 1.89498 1.58344 -1.23770 -0.106 0.219 -0.095 0.40
C 1.47221 2.88208 -1.67929 -0.028 0.072 -0.029 0.16
H -1.21961 5.01894 -1.52947 0.008 0.001 -0.008 0.40
H 0.32693 6.46716 -2.84904 -0.002 -0.013 0.004 0.37
H 2.57618 5.63856 -3.42379 -0.002 -0.015 0.006 0.32
H 4.27166 3.92592 -3.35404 -0.004 0.006 0.008 0.31
H 5.03092 1.69568 -2.62646 -0.020 -0.017 -0.002 0.37
H 3.55110 0.24185 -1.32165 0.012 0.004 0.008 0.44
C -0.71944 -3.38009 -4.21549 0.178 0.047 -0.068 -0.99
Si -2.12048 -3.67251 -3.03634 -0.095 0.080 0.060 0.16
C -2.18661 -5.52159 -2.73256 0.010 -0.174 0.034 -1.11
C -3.71274 -3.14422 -3.85857 -0.139 0.093 -0.121 -1.14
C -2.06497 -2.85636 -1.34819 -0.051 0.037 0.253 0.66
C -2.78951 -3.46735 -0.33760 0.046 0.013 0.078 -0.16
C -2.82111 -2.95536 0.96145 -0.015 -0.042 -0.043 -1.18
C -2.08634 -1.82337 1.20915 0.020 0.140 -0.007 -0.37
N -1.39944 -1.18101 0.25774 0.143 0.197 0.128 -0.08
C -1.38463 -1.65302 -1.00931 0.142 -0.081 -0.321 0.42
S -0.44317 -0.72271 -2.13095 -0.145 -0.187 0.172 -0.48
H -0.86457 -4.05757 -5.06409 0.073 0.023 -0.013 0.33
H 0.24996 -3.58626 -3.75735 -0.019 0.001 -0.030 0.31
H -0.69953 -2.35035 -4.56956 0.005 -0.042 -0.008 0.32
H -2.25009 -6.05696 -3.68435 0.004 0.008 0.030 0.34
H -3.03899 -5.82576 -2.12204 0.009 -0.028 -0.040 0.34
H -1.27664 -5.84817 -2.22097 -0.033 -0.019 -0.015 0.31
H -3.83715 -3.62784 -4.83218 -0.018 0.022 0.032 0.33
H -3.70354 -2.06191 -4.01476 -0.022 -0.033 -0.005 0.32
H -4.58003 -3.38610 -3.23877 0.017 0.003 -0.020 0.33
H -3.33840 -4.38095 -0.54399 0.014 0.022 0.009 0.19
H -3.36800 -3.44247 1.75662 -0.005 -0.001 -0.017 0.42
H -2.02929 -1.39296 2.20264 0.009 0.011 -0.007 0.50

***

Record 3
62
Properties=species:S:1:pos:R:3:forces:R:3:mulliken_charge:R:1 method="wB97M-V/def2-TZVPD" charge=0 e_lumo_ev=0.067 orbital_gap_ev=6.24 total_energy_ev=-65757.3622 largest_force_ev_per_a=1.2 homo_energy_ev=-6.2
Rb -1.36091 0.54218 -0.60993 0.410 -0.581 -0.596 0.84
C -3.74708 -0.05926 -3.20920 -0.022 -0.072 -0.024 -1.14
N -2.80739 -0.95437 -2.55060 -0.243 -0.102 -0.036 0.54
C -1.95420 -1.61171 -3.52758 -0.107 -0.040 0.053 -1.12
C -3.50360 -1.94545 -1.71173 0.021 0.093 -0.163 -1.06
C -4.41517 -1.36773 -0.62326 0.103 0.157 0.069 -1.02
N -3.72627 -0.31035 0.08932 -0.606 0.152 0.739 -0.07
C -4.18560 0.17645 1.25742 0.287 -0.259 -0.667 0.12
C -3.48802 1.25117 1.89017 -0.211 -0.139 0.024 -0.08
F -2.40362 1.78060 1.23330 -0.315 0.478 0.690 -0.33
C -3.81386 1.79214 3.10559 0.010 -0.030 -0.090 0.05
F -3.03925 2.78770 3.58420 0.022 0.066 0.058 -0.33
C -4.90160 1.35012 3.83826 0.034 0.065 0.084 -0.61
C -5.62430 0.33392 3.24674 -0.142 -0.259 -0.221 0.04
F -6.70466 -0.16562 3.87655 -0.033 0.067 0.125 -0.33
C -5.30409 -0.22379 2.02604 -0.064 0.037 0.161 0.81
F -6.10188 -1.21568 1.56333 -0.119 -0.063 0.021 -0.35
H -4.43493 -0.60457 -3.87613 -0.024 0.018 0.013 0.30
H -3.20403 0.66702 -3.81800 0.028 -0.004 0.009 0.36
H -4.33459 0.48017 -2.46629 0.034 -0.029 0.004 0.27
H -2.52753 -2.22128 -4.24417 -0.009 -0.026 -0.001 0.34
H -1.24368 -2.26910 -3.02222 -0.010 0.003 0.011 0.32
H -1.38968 -0.87122 -4.09841 -0.018 0.033 0.025 0.31
H -2.72987 -2.56471 -1.24715 0.007 0.019 0.039 0.43
H -4.11248 -2.61063 -2.34955 0.034 -0.043 0.013 0.33
H -4.70276 -2.22048 -0.00084 0.026 -0.044 0.049 0.48
H -5.35477 -1.03038 -1.08534 0.020 0.086 -0.021 0.45
H -5.16647 1.76334 4.79984 0.023 -0.009 -0.057 0.49
Cl 0.50077 2.28199 -2.14983 1.063 0.373 -0.280 -0.26
C 2.26645 2.26296 -1.89600 -0.670 0.044 -0.122 0.75
C 2.97987 3.24471 -2.56447 0.065 -0.071 0.044 -0.75
C 4.35267 3.29524 -2.39867 0.083 0.024 -0.015 -0.40
C 4.99292 2.37830 -1.57085 -0.124 0.022 -0.049 -0.86
C 4.24687 1.41461 -0.91574 0.095 -0.062 0.105 0.12
C 2.86041 1.32549 -1.06243 0.062 -0.002 0.030 -0.18
P 1.85990 0.08662 -0.13792 0.183 -0.025 -0.013 0.09
C 2.83587 -1.45096 -0.29487 0.090 0.020 -0.001 0.38
C 2.66557 -2.45728 0.65785 -0.013 -0.100 0.048 -0.64
C 3.25128 -3.70546 0.49211 0.004 0.125 -0.033 -0.65
C 4.01355 -3.97089 -0.63779 -0.012 0.019 -0.012 -0.46
C 4.18579 -2.98096 -1.59437 -0.021 0.023 0.039 -0.60
C 3.59977 -1.73207 -1.42685 0.078 -0.005 -0.044 -0.51
C 2.13303 0.65636 1.58089 0.102 0.114 0.026 0.78
C 3.23488 0.32324 2.36890 0.057 -0.078 -0.002 -0.06
C 3.37674 0.84327 3.64731 -0.117 0.053 -0.048 -0.72
C 2.41745 1.71432 4.15366 0.042 -0.039 -0.010 -0.48
C 1.32476 2.06710 3.37625 0.000 -0.064 -0.066 -0.71
C 1.18343 1.53792 2.09805 -0.051 0.077 0.108 -0.34
H 2.45964 3.94914 -3.19863 0.031 -0.009 0.017 0.45
H 4.92176 4.05647 -2.91720 0.003 -0.021 0.021 0.37
H 6.06608 2.41776 -1.43561 -0.031 0.007 -0.003 0.41
H 4.74429 0.70349 -0.26451 -0.010 0.038 -0.036 0.34
H 2.06763 -2.27270 1.54260 -0.017 0.037 0.005 0.46
H 3.11093 -4.46815 1.24766 -0.010 0.015 -0.018 0.40
H 4.46644 -4.94484 -0.77473 0.000 0.028 0.016 0.39
H 4.78202 -3.17666 -2.47700 -0.024 0.003 0.010 0.40
H 3.75463 -0.97630 -2.18855 -0.057 -0.009 0.040 0.40
H 3.98513 -0.36031 1.98867 -0.016 -0.001 -0.016 0.36
H 4.23479 0.57029 4.24934 -0.027 -0.005 -0.022 0.40
H 2.52054 2.11048 5.15651 0.003 0.002 -0.040 0.38
H 0.56953 2.74033 3.76163 0.016 -0.013 -0.006 0.47
H 0.31690 1.83800 1.51424 0.086 -0.092 0.019 0.20